No. 1
DFT (ωB97M-V with the def2-TZVPD basis set) results for 2 unconnected molecules or ions with the total composition C10H16O at a distorted geometry.

Values from the calculation:
Highest occupied orbital energy = -8.49 eV
Calculated total energy = -465.84896 a.u.
Relative energy (zero: lowest compared OMol25 entry of this formula, charge and spin) = 128.2 kJ/mol
SMILES = CCc1ccc(O)cc1.CC

Each line ends with the Mulliken charge.
Geometry (Å):
C  2.25  1.83  1.96  -1.09
C  1.86  0.39  2.31  -0.88
C  1.20  -0.32  1.15  0.41
C  1.97  -0.91  0.15  -0.55
C  1.40  -1.37  -1.04  -0.51
C  0.02  -1.41  -1.12  0.37
O  -0.56  -2.03  -2.21  -0.59
C  -0.75  -0.89  -0.11  -0.38
C  -0.19  -0.26  1.00  -0.64
H  2.16  1.95  0.88  0.34
H  3.31  2.02  2.19  0.30
H  1.71  2.65  2.43  0.30
H  2.70  -0.17  2.64  0.43
H  1.25  0.28  3.21  0.45
H  3.03  -0.92  0.35  0.35
H  1.94  -1.80  -1.87  0.41
H  -1.41  -1.61  -2.37  0.33
H  -1.82  -0.87  -0.03  0.53
H  -0.73  0.28  1.76  0.36
C  -2.51  1.94  -1.47  -0.57
C  -3.54  1.58  -0.42  -0.94
H  -2.87  2.37  -2.39  0.36
H  -1.78  2.64  -1.10  0.24
H  -2.01  1.02  -1.79  0.05
H  -4.21  0.75  -0.64  0.29
H  -3.28  1.41  0.62  0.27
H  -4.26  2.41  -0.33  0.33

No. 2
DFT (ωB97M-V with the def2-TZVPD basis set) results for 2 unconnected molecules or ions with the total composition C10H16O at a distorted geometry.

Values from the calculation:
Highest occupied orbital energy = -8.41 eV
Calculated total energy = -465.86627 a.u.
Relative energy (zero: lowest compared OMol25 entry of this formula, charge and spin) = 82.8 kJ/mol
SMILES = CCc1ccc(O)cc1.CC

Each line ends with the Mulliken charge.
Geometry (Å):
C  2.37  -2.70  -1.41  -1.05
C  1.06  -1.96  -1.67  -0.94
C  0.70  -0.96  -0.58  0.67
C  -0.28  -1.25  0.35  -1.00
C  -0.40  -0.38  1.44  -0.28
C  0.35  0.77  1.55  0.71
O  0.23  1.64  2.60  -0.56
C  1.24  1.12  0.53  -0.58
C  1.43  0.23  -0.50  -0.49
H  2.48  -3.55  -2.09  0.34
H  2.43  -3.11  -0.40  0.32
H  3.24  -2.05  -1.57  0.30
H  1.20  -1.41  -2.59  0.33
H  0.26  -2.68  -1.80  0.39
H  -0.75  -2.22  0.37  0.41
H  -1.03  -0.69  2.26  0.29
H  -0.35  1.23  3.28  0.29
H  1.84  2.00  0.71  0.44
H  2.22  0.38  -1.23  0.38
C  -3.37  0.99  -1.01  -0.76
C  -2.61  2.28  -0.77  -0.51
H  -3.97  1.04  -1.92  0.31
H  -2.73  0.11  -1.09  0.16
H  -4.06  0.78  -0.19  0.27
H  -3.25  2.95  -0.20  0.30
H  -2.23  2.73  -1.68  0.28
H  -1.73  2.10  -0.14  -0.02

Q: Number 1 is which compound?
A: C10H16O